Formula: C48H50N8O5S2SbSiV
Source: OMol25
Level of theory: ωB97M-V with the def2-TZVPD basis set

Each line ends with the Mulliken charge.
CARTESIAN COORDINATES (ANGSTROEM)
Sb: -4.08566 0.39030 1.58380  0.935
V: -0.94968 0.25137 -0.15752  1.363
S: 1.94295 0.45048 -2.91199  -0.732
S: -1.13886 -6.97540 1.80974  1.212
Si: 0.86374 3.14971 -0.14747  -0.736
O: -0.24005 -7.42121 2.83754  -0.673
O: 3.23965 -3.51366 -1.76422  -0.622
O: -2.18782 -6.03518 2.14696  -0.672
O: 2.43121 -5.30906 -0.87405  -0.609
O: 0.14846 1.63172 -0.24175  -0.051
N: 0.05498 -1.68004 0.07567  2.019
N: 4.56770 0.42403 -3.03197  0.129
N: -2.61985 -1.19462 -0.59852  0.961
N: 3.66738 -0.20620 -0.97454  0.295
N: 2.46180 -4.10588 -1.05057  0.987
N: -1.02110 0.18595 1.97578  1.680
N: 0.58623 -3.75982 0.56576  0.572
N: -2.54228 1.49853 -0.80551  1.543
C: 6.04668 -0.15078 -1.32383  -1.137
C: -2.43677 2.15110 -1.97429  0.372
C: 0.15096 4.29371 -1.44814  0.756
C: -4.66163 -2.21626 0.11435  -0.671
C: -3.53592 1.80707 0.04967  -0.233
C: -4.51875 -3.20345 -0.85375  -0.780
C: -1.10008 6.31578 -1.94516  -0.867
C: -1.49656 1.60452 -2.99893  -0.824
C: -1.46027 -1.93628 -2.64023  -1.494
C: -0.24494 -2.73733 0.83859  -0.423
C: -1.13100 0.36436 4.75111  -1.128
C: 3.47591 2.53155 0.76513  0.163
C: -1.27359 -2.80415 1.90703  -0.373
C: 5.83184 0.26137 -2.59892  -0.162
C: 1.12055 5.46659 3.27735  -0.812
C: -0.58491 5.40750 -1.03020  -0.598
C: -4.21092 3.62840 -1.34117  -0.785
C: 5.52576 2.85709 -0.43973  -0.365
C: 4.80409 3.36238 -1.51227  -0.940
C: 1.35771 4.87965 2.04260  -0.115
C: -1.84822 -8.38561 0.99419  -0.546
C: -2.94177 -8.01254 0.00785  -1.081
C: 3.41899 3.42838 -1.45102  -0.097
C: 4.85881 2.44599 0.70507  -1.469
C: -2.29231 0.41746 3.99134  -0.937
C: -3.70071 -1.22810 0.21061  -0.723
C: 0.03273 5.06517 4.04022  -0.761
C: 0.35719 4.12382 -2.82240  -0.122
C: 4.89546 -0.37391 -0.54776  -0.037
C: -0.88669 6.12629 -3.30213  -0.794
C: 0.06529 0.19798 4.09534  -0.901
C: 3.46182 0.19889 -2.25116  0.295
C: 1.45286 -3.31316 -0.41304  -0.249
C: -2.20120 0.32705 2.61755  -0.172
C: -4.38193 2.87154 -0.18600  -0.797
C: -0.15213 -6.14113 0.55577  -0.567
C: 0.51574 3.88123 1.54282  0.081
C: -0.15618 5.02833 -3.73976  -0.995
C: -3.45742 -3.11602 -1.72795  -1.000
C: 2.72534 2.99540 -0.31787  0.688
C: 0.10824 0.10337 2.70417  0.878
C: 1.11375 -2.03622 -0.71014  -1.039
C: -2.53130 -2.08414 -1.60027  1.007
C: -0.57574 3.50182 2.32186  0.106
C: 0.62713 -5.03866 1.28297  -1.886
C: 1.43870 -0.18029 2.06997  -1.199
C: -3.25651 3.23892 -2.25481  -0.831
C: -0.81980 4.08268 3.55865  -0.566
H: -0.74790 5.57552 0.02724  0.392
H: 7.04015 -0.29734 -0.93234  0.488
H: -3.12418 3.76640 -3.18837  0.568
H: 6.60594 2.81851 -0.48114  0.510
H: 2.22059 0.29328 2.65623  0.859
H: 4.99892 -0.70933 0.47815  0.550
H: -1.67811 3.77663 4.14512  0.497
H: -1.60003 -3.82744 2.08815  0.399
H: -1.26032 2.75311 1.94654  0.058
H: 1.63112 -1.25603 2.09778  0.156
H: -5.51112 -2.21994 0.78473  0.543
H: 1.51915 0.15332 1.03984  -0.510
H: -5.17538 3.10313 0.51230  0.549
H: 0.21066 -4.85952 2.27274  0.843
H: -1.01522 -8.92015 0.53821  0.397
H: -0.91914 -2.87224 -2.78316  0.439
H: -2.54737 -7.43859 -0.83011  0.279
H: -0.15205 5.52200 5.00290  0.407
H: 4.38729 0.72888 -3.98067  0.299
H: -1.27623 6.83758 -4.01768  0.406
H: -3.25841 0.53196 4.46591  0.576
H: -3.71825 -7.43256 0.50067  0.296
H: 1.55233 -1.36916 -1.43304  -0.546
H: 2.21475 5.20085 1.46342  0.508
H: 2.97312 2.28884 1.69206  0.644
H: 1.78405 6.23726 3.64509  0.455
H: 6.61966 0.47179 -3.30827  0.465
H: -0.85651 -5.72242 -0.16189  0.299
H: -3.38985 -8.91694 -0.39849  0.388
H: -2.21353 -8.99730 1.82094  0.443
H: -1.65326 7.17839 -1.59803  0.494
H: 0.99390 0.13412 4.64514  0.617
H: 0.90808 3.26407 -3.18389  0.717
H: -1.27920 2.34710 -3.76322  0.491
H: 5.42022 2.09499 1.56115  0.482
H: -1.96412 0.74347 -3.48351  0.340
H: -1.16981 0.43756 5.82901  0.528
H: -5.24440 -4.00062 -0.93856  0.500
H: 2.87782 3.85206 -2.28879  0.282
H: -4.84471 4.48252 -1.53600  0.482
H: 0.01835 4.88151 -4.79800  0.486
H: -0.54399 1.29522 -2.56055  -0.841
H: -2.14989 -2.22403 1.62675  -0.442
H: 5.32200 3.73379 -2.38689  0.507
H: 0.50764 -6.84065 0.05055  0.641
H: -3.34257 -3.82395 -2.53687  0.635
H: -1.92530 -1.68637 -3.59560  0.551
H: -0.88228 -2.39104 2.84067  0.096
H: -0.73361 -1.15660 -2.41277  -0.241
H: 1.66388 -5.33001 1.41615  0.547

Spin multiplicity: 3
Gap between HOMO and LUMO (spin up / spin down): 0.26336 / 0.26892 Eh
ΔE to the lowest compared entry with this formula, charge and spin: 1.4 kcal/mol
⟨S²⟩: 2.01
Charge: +2

---

Formula: C21H21B2BrCl52O4P
Source: OMol25
Level of theory: ωB97M-V with the def2-TZVPD basis set

Each line ends with the Mulliken charge.
CARTESIAN COORDINATES (ANGSTROEM)
Br: 1.82504 2.31876 3.51686  -0.180
Cl: 6.63771 4.41219 -5.09241  -0.097
Cl: 3.99358 -2.17540 11.94482  -0.099
Cl: -5.96098 -4.39404 0.44706  0.030
Cl: -5.08807 -7.28758 -6.29758  -0.115
Cl: -9.41792 1.47939 -0.71981  -0.108
Cl: 6.30284 10.35318 -6.74188  -0.104
Cl: -2.88110 -2.68390 -9.47088  -0.095
Cl: 4.15874 -4.22389 2.09695  -0.096
Cl: 1.70336 -6.53072 0.92666  0.063
Cl: -2.27213 -1.31612 -6.97617  -0.001
Cl: 3.81890 -1.22301 9.20106  -0.050
Cl: 6.63492 12.42664 -4.72795  -0.092
Cl: 3.28699 -11.46576 3.47254  -0.107
Cl: -3.49205 -5.92008 -8.30953  -0.087
Cl: -0.78596 -1.01354 -4.44625  -0.168
Cl: 5.51487 -9.61026 3.71535  -0.109
Cl: -8.11387 -0.58822 0.85815  0.018
Cl: 1.34950 -4.14141 7.30749  -0.112
Cl: -6.30542 -5.25337 -7.98437  -0.095
Cl: -5.03650 -1.87291 -7.69276  -0.089
Cl: -6.89092 -3.51965 3.85815  -0.077
Cl: 7.24668 5.77997 -2.59770  -0.111
Cl: 2.68004 -3.65764 -0.34401  -0.060
Cl: 2.84219 -8.78736 4.51853  -0.065
Cl: -3.07505 0.72855 -4.88291  -0.114
Cl: -9.25150 -1.88551 3.38631  -0.066
Cl: -8.55592 2.05139 1.99957  -0.120
Cl: 6.03498 -2.92502 10.01188  -0.106
Cl: -1.96495 0.42747 -2.21042  -0.039
Cl: 4.25844 -4.08571 7.32295  -0.031
Cl: -6.58153 1.68920 -0.10658  0.014
Cl: 3.01211 -1.58418 1.66992  -0.030
Cl: -3.69919 -6.14766 -0.07697  -0.088
Cl: 5.29325 -2.45288 0.08656  -0.127
Cl: 2.88236 -7.97172 -1.30916  -0.109
Cl: -3.40810 -1.77774 -3.44318  0.059
Cl: -4.99675 -4.75087 -2.27483  -0.092
Cl: 5.98968 7.23179 -4.78355  -0.048
Cl: 0.26022 -8.73592 -0.30609  -0.086
Cl: 0.59327 -6.22963 -1.74583  -0.049
Cl: -3.52913 0.13570 -9.16201  -0.114
Cl: -8.76176 -4.24069 1.74971  -0.093
Cl: 7.78155 9.78693 -4.30092  -0.069
Cl: 5.87881 -0.18346 10.97347  -0.098
Cl: -3.39956 -3.26640 -0.34854  -0.006
Cl: 8.91606 11.55794 -6.31130  -0.097
Cl: -9.52819 -4.54204 4.54023  -0.107
Cl: 2.85057 -6.13099 5.80621  -0.047
Cl: -4.38312 -4.48761 -5.93892  0.076
Cl: 3.46320 -9.16438 1.70115  -0.010
Cl: 4.48231 5.22317 -3.31429  -0.072
Cl: 2.80237 -3.36341 4.90977  0.023
P: 0.96137 0.58096 -0.28225  1.464
O: 1.68171 2.05034 -0.93193  -0.389
O: 0.20202 1.39499 1.05508  -0.243
O: 4.03115 3.24207 -0.61227  -0.617
O: -2.22493 2.19503 0.34214  -0.627
C: -4.51411 -4.63974 -0.56334  0.134
C: 1.40335 3.31886 -0.17855  0.012
C: -1.01419 3.02934 3.35263  -0.242
C: -8.60812 -3.54697 3.38360  0.319
C: 3.78605 -2.97963 0.87737  0.231
C: 1.35978 -7.36700 -0.60859  0.199
C: 0.38508 3.33543 2.48738  -0.942
C: -1.62724 4.13381 -2.23783  -0.684
C: -1.95776 4.36468 3.54208  -0.893
C: 2.81523 -4.43036 6.33661  0.160
C: -8.16731 1.15796 0.50784  0.232
C: 3.77682 -9.75696 3.35187  0.286
C: 4.93157 -1.62671 10.53278  0.341
C: -3.42971 -1.43432 -8.32543  0.251
C: -2.30854 -0.40881 -3.74568  0.124
C: 0.28759 2.88761 0.91835  0.960
C: -4.81716 -5.73718 -7.13262  0.235
C: 3.36083 4.85628 1.39540  -0.700
C: 7.40886 11.03119 -5.52050  0.356
C: -1.55251 4.58603 -0.62980  -0.273
C: 6.08910 5.66176 -3.94697  0.290
B: 2.91109 3.79882 0.22811  0.795
B: -1.15129 3.22585 0.19860  0.489
H: -3.06919 4.06897 3.24514  0.182
H: -1.59761 2.08492 2.94360  0.190
H: -2.52077 5.13146 -0.26219  0.280
H: -1.99315 4.74855 4.64727  0.299
H: 2.70125 4.87096 2.35818  0.171
H: -0.71684 3.39344 -2.45053  0.168
H: -1.61081 5.15776 2.75556  0.243
H: -0.06213 0.83479 -1.26897  -0.766
H: -1.47944 5.05528 -2.94487  0.300
H: -2.50608 1.96547 -0.59414  -0.051
H: 4.13620 3.88893 -1.39680  0.098
H: 1.49977 -0.33083 -1.28379  -0.166
H: -0.67102 2.72199 4.45436  0.407
H: 3.46034 5.94191 0.94583  0.249
H: 0.22934 -0.58517 0.22739  -0.148
H: -2.59788 3.50744 -2.48532  0.168
H: 2.14832 0.17941 0.46751  -0.578
H: 4.45107 4.53390 1.74478  0.155
H: 1.14105 4.03877 -1.07290  -0.219
H: 0.56527 4.50476 2.64401  0.292
H: -0.64134 5.35240 -0.57273  0.109

Gap between HOMO and LUMO: 0.19632 Eh
Charge: -1